one | 16
Properties=species:S:1:pos:R:3:nbo_charge:R:1 method="wB97M-V/def2-TZVPD" spin_multiplicity=1 homo_lumo_gap_ev=10.90 lumo_ev=-3.2820 total_charge=+1
C -1.427 -0.029 -0.059 0.6483
C 0.807 -0.089 0.070 0.6780
C 2.028 0.361 0.800 -0.6746
N -1.056 -1.276 0.221 -0.2654
N -0.333 0.753 -0.005 -0.5828
N -2.665 0.379 -0.247 -0.7355
O 0.317 -1.316 0.442 -0.2769
O 1.258 -0.296 -1.647 -0.8237
H 1.769 0.598 1.832 0.2500
H 2.456 1.236 0.322 0.2597
H 2.758 -0.445 0.803 0.2642
H -1.517 -2.163 0.083 0.4523
H -0.267 1.702 -0.338 0.4581
H -3.445 -0.256 -0.187 0.4395
H -2.876 1.350 -0.420 0.4408
H 2.191 -0.509 -1.669 0.4681

two | 16
Properties=species:S:1:pos:R:3:nbo_charge:R:1 method="wB97M-V/def2-TZVPD" spin_multiplicity=1 homo_lumo_gap_ev=11.24 lumo_ev=-3.3698 total_charge=+1
C -1.217 -0.027 0.952 0.3938
C 0.746 -0.546 0.660 0.7935
C 2.476 -0.109 -1.072 -0.4356
N -1.769 0.997 0.353 -0.3123
N 1.130 0.015 -0.407 -0.6063
N -1.596 -0.839 1.867 -0.7031
O 1.115 -1.293 1.512 -0.5126
O -3.163 1.184 0.701 -0.5779
H 2.682 0.762 -1.758 0.2471
H 3.173 -0.116 -0.221 0.2334
H 2.572 -1.159 -1.645 0.2454
H -1.192 1.827 0.260 0.4203
H 0.563 0.759 -0.821 0.4245
H -0.927 -1.430 2.308 0.4459
H -2.567 -0.934 2.098 0.4294
H -3.832 1.275 -0.001 0.5143

Tell me which of them is the least stable. Sure, it is two.